[1]
# C33H28Cl3N5O6PS3Y

C33H28Cl3N5O6PS3Y as an isolated structure at a distorted geometry (ωB97M-V/def2-TZVPD, the Open Molecules 2025 dataset).

Values from the calculation:
**HOMO level**: -7.45 eV
**Orbital gap**: 0.235 hartree
**Molar mass**: 913.1 g mol⁻¹
**E_tot**: -134820.18017 eV
**Energy above the lowest of the compared OMol25 structures with the same formula, charge and spin**: 45.7 kJ/mol

The geometry in ORCA input format:
```
! RIJCOSX wB97M-V def2-TZVPD def2/J DEFGRID3
* xyz 0 1
Y 0.6392 -0.5683 1.0499
Cl 7.9122 -0.6121 2.5625
C 6.3293 -0.5585 1.8566
C 5.2161 -0.6347 2.6696
C 3.9767 -0.5889 2.0652
Cl 2.5257 -0.6863 3.0514
C 3.7635 -0.4689 0.6924
O 2.5399 -0.4472 0.1877
C 4.9280 -0.3942 -0.0814
Cl 4.7712 -0.2097 -1.7945
C 6.1902 -0.4366 0.4832
H 5.3090 -0.7253 3.7430
H 7.0632 -0.3696 -0.1513
O -2.2302 -0.9572 5.9782
C -2.1003 0.3600 5.7397
C -2.6272 1.2399 6.6853
C -2.5288 2.6028 6.5025
C -1.9014 3.1271 5.3707
C -1.3781 2.2614 4.4364
C -1.4649 0.8720 4.5971
C -0.8799 0.0153 3.5525
O -0.2855 0.5869 2.5482
N -0.9762 -1.2809 3.6909
N -0.3456 -2.0337 2.6774
C -0.3460 -3.2878 2.9599
S 0.5154 -4.4362 1.9720
C -0.3326 -5.8777 2.6655
C -0.5058 -5.6170 4.1467
S -1.1465 -3.9350 4.3642
H -1.8166 -1.4283 5.2243
H -3.1111 0.8172 7.5564
H -2.9458 3.2700 7.2470
H -1.8233 4.1965 5.2304
H -0.8779 2.6422 3.5564
H 0.2968 -6.7452 2.4723
H -1.2896 -6.0017 2.1617
H 0.4393 -5.7063 4.6791
H -1.2321 -6.2985 4.5867
O -0.8158 4.3223 -7.5255
S -1.9013 3.5011 -7.0265
O -1.5461 2.1087 -6.7943
O -3.1869 3.6937 -7.6532
C -2.1162 4.1755 -5.3463
N -2.8137 5.3102 -5.2100
C -2.9421 5.7869 -3.9825
C -2.4105 5.1586 -2.8649
C -1.7008 4.0015 -3.1115
N -1.5434 3.5100 -4.3370
C -1.0849 3.1586 -2.0492
C -1.6727 2.9670 -0.8031
C -1.1610 2.0015 0.0366
N -0.0760 1.2681 -0.2731
C 0.5485 1.5320 -1.4381
C 0.0772 2.4536 -2.3410
H -3.5020 6.7118 -3.8800
H -2.5277 5.5738 -1.8716
H -2.5649 3.5085 -0.5160
H -1.6241 1.7940 0.9910
H 1.4424 0.9594 -1.6485
H 0.5600 2.5921 -3.2975
C -1.3570 -3.2941 -1.1616
P 0.1959 -2.3345 -1.0841
C 1.4766 -3.6101 -1.3713
C 0.1709 -1.4336 -2.6619
C 1.3627 -1.2042 -3.3456
C 1.3542 -0.4800 -4.5319
C 0.1618 0.0138 -5.0455
C -1.0324 -0.2193 -4.3721
C -1.0268 -0.9344 -3.1833
H -2.2172 -2.6318 -1.0809
H -1.3850 -3.9925 -0.3243
H -1.4180 -3.8415 -2.1020
H 1.4485 -3.9113 -2.4174
H 1.2867 -4.4713 -0.7380
H 2.4661 -3.2149 -1.1396
H 2.3003 -1.5806 -2.9537
H 2.2843 -0.3069 -5.0601
H 0.1301 0.5918 -5.9622
H -1.9451 0.1882 -4.7902
H -1.9650 -1.1074 -2.6679
*
```

The computed Löwdin charges, all in e, follow: Y 1.279; Cl 0.684; C -0.670; C -0.121; C -0.515; Cl 0.810; C -0.450; O -0.316; C -0.576; Cl 0.733; C -0.119; H 0.114; H 0.112; O 0.054; C -0.261; C -0.009; C -0.070; C -0.084; C -0.026; C -0.078; C -0.423; O -0.240; N -0.004; N -0.188; C -0.910; S 0.939; C -0.493; C -0.502; S 1.009; H 0.024; H 0.120; H 0.108; H 0.102; H 0.111; H 0.087; H 0.084; H 0.082; H 0.085; O -0.347; S 0.397; O -0.376; O -0.344; C -0.321; N 0.132; C -0.113; C -0.005; C -0.239; N 0.168; C -0.115; C 0.015; C -0.108; N -0.052; C -0.110; C 0.023; H 0.111; H 0.107; H 0.120; H 0.102; H 0.097; H 0.128; C -0.259; P 0.846; C -0.257; C -0.411; C -0.126; C -0.060; C -0.050; C -0.052; C -0.098; H 0.040; H 0.015; H 0.063; H 0.060; H 0.000; H 0.042; H 0.075; H 0.110; H 0.101; H 0.113; H 0.095

---

[2]
# C33H28F4N7O2Ti

C33H28F4N7O2Ti as an isolated structure (ωB97M-V/def2-TZVPD, the Open Molecules 2025 dataset).

Values from the calculation:
**HOMO level (alpha / beta)**: -3.75 / -5.11 eV
**Orbital gap (alpha / beta)**: 0.235 / 0.262 hartree
**<S²>**: 2.0425
**Molar mass**: 678.5 g mol⁻¹
**E_tot**: -83188.84461 eV
**Energy above the lowest of the compared OMol25 structures with the same formula, charge and spin**: 0.0 kJ/mol

The geometry in ORCA input format:
```
! RIJCOSX wB97M-V def2-TZVPD def2/J DEFGRID3
* xyz -1 3
Ti -0.1186 0.1323 0.1270
C -0.7420 -2.6566 -2.1273
O -0.1810 -2.1617 -0.9191
C 0.8012 -2.9152 -0.3175
C 1.3991 -4.0240 -0.8753
C 2.3725 -4.7131 -0.1459
C 2.7107 -4.2914 1.1278
C 2.1051 -3.1719 1.6903
C 1.1613 -2.4522 0.9629
N 0.5223 -1.3019 1.3754
N 0.5742 -1.0262 2.6895
C -0.3711 -0.1461 3.1315
C -1.5055 0.2995 2.4100
O -1.7177 -0.0078 1.1186
C -2.4608 1.1286 3.0412
C -2.3090 1.5620 4.3238
C -1.1677 1.1767 5.0778
C -0.9700 1.6373 6.3994
C 0.1319 1.2676 7.1199
C 1.0870 0.4127 6.5375
C 0.9201 -0.0465 5.2580
C -0.2099 0.3208 4.4922
H -1.0880 -3.6822 -1.9886
H -1.5855 -2.0157 -2.3647
H -0.0196 -2.6177 -2.9461
H 1.1226 -4.3610 -1.8645
H 2.8485 -5.5814 -0.5820
H 3.4551 -4.8353 1.6960
H 2.3515 -2.8360 2.6876
H -3.3137 1.4253 2.4427
H -3.0455 2.2150 4.7771
H -1.7132 2.2993 6.8298
H 0.2733 1.6329 8.1295
H 1.9624 0.1195 7.1043
H 1.6529 -0.6992 4.8048
C 3.2333 -1.4460 -2.0651
C 3.5292 -0.8265 -0.7077
N 2.8120 0.4143 -0.3845
C 3.3758 1.5969 -1.0663
C 2.9356 1.9025 -2.4889
C 2.9153 0.6374 1.0561
C 2.0198 1.7521 1.5996
N 0.7050 1.7889 0.9597
C -0.0993 2.8507 1.2681
C -1.2454 3.0742 0.4822
F -1.4644 2.2332 -0.5574
C -2.1547 4.0742 0.7187
F -3.2196 4.1880 -0.0943
C -1.9944 4.9584 1.7687
C -0.8829 4.7657 2.5607
F -0.6812 5.5779 3.6152
C 0.0337 3.7550 2.3387
F 1.0335 3.6361 3.2375
H 3.6945 -2.4346 -2.1110
H 2.1612 -1.5664 -2.2065
H 3.6221 -0.8624 -2.8953
H 3.2590 -1.5568 0.0591
H 4.6169 -0.6601 -0.6105
H 3.1076 2.4667 -0.4712
H 4.4767 1.5217 -1.0235
H 1.8542 1.9740 -2.5472
H 3.3415 2.8735 -2.7791
H 3.2765 1.1803 -3.2251
H 2.6559 -0.2952 1.5563
H 3.9562 0.8702 1.3440
H 1.9289 1.5591 2.6738
H 2.5117 2.7247 1.5047
H -2.7028 5.7486 1.9630
N -0.0174 0.3378 -1.9433
C -0.1915 0.3986 -3.0877
C -0.3577 0.4775 -4.4591
C 0.2164 1.5515 -5.1796
N 0.6848 2.4270 -5.7677
C -1.0540 -0.5679 -5.1107
N -1.6097 -1.4305 -5.6405
*
```

The computed Löwdin charges, all in e, follow: Ti 1.064; C -0.063; O -0.166; C -0.238; C -0.040; C -0.106; C -0.105; C -0.037; C -0.233; N -0.125; N 0.087; C -0.181; C -0.317; O -0.185; C -0.018; C -0.039; C -0.179; C -0.049; C -0.104; C -0.097; C -0.035; C -0.103; H 0.103; H 0.094; H 0.093; H 0.108; H 0.094; H 0.095; H 0.102; H 0.121; H 0.107; H 0.105; H 0.092; H 0.093; H 0.098; C -0.061; C -0.233; N -0.167; C -0.230; C -0.072; C -0.203; C -0.206; N -0.074; C -0.172; C -0.155; F 0.055; C -0.223; F 0.086; C 0.052; C -0.222; F 0.078; C -0.139; F 0.076; H 0.077; H 0.055; H 0.058; H 0.089; H 0.120; H 0.100; H 0.119; H 0.047; H 0.078; H 0.057; H 0.087; H 0.130; H 0.110; H 0.111; H 0.127; N 0.112; C -0.160; C -0.266; C -0.252; N 0.119; C -0.260; N 0.117

---

[3]
# C33H28FInN6O9STe

C33H28FInN6O9STe as an isolated structure at a distorted geometry (ωB97M-V/def2-TZVPD, the Open Molecules 2025 dataset).

Values from the calculation:
**HOMO level**: -8.65 eV
**Orbital gap**: 0.311 hartree
**Molar mass**: 946.1 g mol⁻¹
**E_tot**: -88061.32547 eV
**Energy above the lowest of the compared OMol25 structures with the same formula, charge and spin**: 82.5 kJ/mol

The geometry in ORCA input format:
```
! RIJCOSX wB97M-V def2-TZVPD def2/J DEFGRID3
* xyz 0 1
In 1.1939 0.1846 0.7110
O 1.1487 -0.5540 2.8738
C 0.1345 -0.6621 3.5670
C -1.2084 -0.2488 3.2897
C -2.1457 -0.4646 4.3065
C -3.4660 -0.1413 4.1324
C -3.9194 0.3543 2.8956
C -3.0299 0.5628 1.8846
C -1.6364 0.3167 2.0456
O -0.8536 0.6301 1.0776
N -4.4008 -0.3175 5.2246
O -5.5601 0.0127 5.0413
O -3.9796 -0.7793 6.2731
H 0.2620 -1.1410 4.5515
H -1.8292 -0.8845 5.2526
H -4.9752 0.5478 2.7727
H -3.3530 0.9414 0.9233
O 3.3317 0.2569 -0.2030
N 4.2668 0.4025 0.7138
C 5.4198 -0.2845 0.5797
C 6.4161 -0.1939 1.5144
C 6.2292 0.6344 2.6212
C 5.0503 1.3317 2.7453
C 4.0398 1.2129 1.7848
S 2.5426 2.0463 1.8991
H 5.4723 -0.8983 -0.3064
H 7.3223 -0.7639 1.3759
H 7.0010 0.7155 3.3740
H 4.8643 1.9768 3.5908
Te 0.8571 1.5382 -1.7099
C -1.0734 0.9736 -2.3912
C -2.1431 1.8554 -2.2936
C -3.3754 1.4973 -2.8208
C -3.5438 0.2742 -3.4529
C -2.4752 -0.6039 -3.5426
C -1.2417 -0.2593 -3.0087
C 1.8438 0.2919 -3.1526
C 2.0784 0.9100 -4.3789
C 2.6723 0.2116 -5.4192
C 3.0440 -1.1117 -5.2357
C 2.8341 -1.7243 -4.0089
C 2.2392 -1.0277 -2.9651
H -2.0165 2.8063 -1.7986
H -4.2075 2.1857 -2.7468
H -4.5050 0.0032 -3.8690
H -2.6024 -1.5665 -4.0220
H -0.4094 -0.9483 -3.0855
H 1.7870 1.9458 -4.5136
H 2.8466 0.7038 -6.3674
H 3.5000 -1.6644 -6.0470
H 3.1373 -2.7537 -3.8630
H 2.0948 -1.5062 -2.0067
F -4.6833 -1.7661 -0.4885
C -3.8834 -2.8078 -0.7635
C -2.5577 -2.6822 -0.6169
N -1.6921 -3.7144 -0.8807
C -0.2450 -3.6080 -0.6969
C 0.1370 -2.5136 0.3068
O -0.5380 -2.3468 1.3106
O 1.1926 -1.8418 -0.0238
C -2.1588 -4.9346 -1.3431
O -1.4233 -5.8664 -1.5953
N -3.5244 -5.0000 -1.5151
C -4.4942 -4.0243 -1.2618
O -5.6659 -4.2278 -1.4790
H -2.1415 -1.7491 -0.2700
H 0.2510 -3.4198 -1.6500
H 0.0999 -4.5708 -0.3210
H -3.8626 -5.8823 -1.8705
C 0.1841 4.8407 2.9001
N 0.6245 4.8974 1.5132
C 1.9353 5.4830 1.2465
C 0.1096 4.0912 0.6152
N -0.3483 3.4210 -0.2137
H 0.1448 5.8529 3.3026
H 0.8745 4.2424 3.5011
H -0.8070 4.3967 2.9511
H 1.9417 6.5180 1.5904
H 2.1309 5.4632 0.1774
H 2.7203 4.9251 1.7620
*
```

The computed Löwdin charges, all in e, follow: In 0.533; O -0.056; C -0.162; C -0.116; C 0.059; C -0.150; C 0.026; C 0.021; C -0.324; O -0.146; N -0.362; O 0.069; O 0.063; H 0.144; H 0.129; H 0.124; H 0.123; O -0.249; N -0.204; C -0.001; C -0.048; C -0.058; C -0.076; C -0.615; S 0.757; H 0.144; H 0.111; H 0.112; H 0.109; Te 1.584; C -0.445; C -0.134; C -0.077; C -0.079; C -0.082; C -0.127; C -0.475; C -0.147; C -0.085; C -0.085; C -0.074; C -0.130; H 0.069; H 0.106; H 0.108; H 0.109; H 0.090; H 0.088; H 0.104; H 0.103; H 0.106; H 0.073; F 0.082; C -0.182; C 0.050; N 0.029; C -0.011; C -0.591; O 0.069; O -0.101; C -0.469; O 0.082; N 0.216; C -0.400; O 0.101; H 0.139; H 0.132; H 0.141; H 0.168; C -0.035; N -0.200; C -0.051; C -0.308; N 0.071; H 0.091; H 0.079; H 0.098; H 0.091; H 0.098; H 0.055

---

[4]
# C33H28I2O11Si2

C33H28I2O11Si2 as an isolated structure at a distorted geometry (ωB97M-V/def2-TZVPD, the Open Molecules 2025 dataset).

Values from the calculation:
**HOMO level**: -9.06 eV
**Orbital gap**: 0.271 hartree
**Molar mass**: 910.6 g mol⁻¹
**E_tot**: -89149.11222 eV

The geometry in ORCA input format:
```
! RIJCOSX wB97M-V def2-TZVPD def2/J DEFGRID3
* xyz 0 1
C -3.5243 -0.8107 0.4443
C -3.4810 0.6829 0.4583
I -1.7878 1.5326 -0.4946
C -4.3962 1.4189 1.0138
I -4.2372 3.5464 1.0335
Si -5.9343 0.7621 1.8499
O -7.2252 1.1096 0.8516
Si -8.4478 -0.0224 0.7159
H -3.8517 -1.2135 1.3874
H -2.5284 -1.1916 0.2866
H -4.1727 -1.1488 -0.3494
H -5.8440 -0.6966 2.0369
H -6.0675 1.3495 3.1943
H -8.6118 -0.4351 -0.6932
H -8.1708 -1.2464 1.4904
H -9.7350 0.5555 1.1422
C 2.9358 -2.8047 -1.2886
C 2.2822 -2.9036 -0.1357
C 1.3592 -1.8345 0.3191
O 0.7605 -1.9232 1.3708
C 1.1906 -0.6510 -0.5615
C 1.8448 -0.5534 -1.7146
C 2.7666 -1.6222 -2.1659
O 3.3655 -1.5344 -3.2224
H 3.6143 -3.5720 -1.6382
H 2.3890 -3.7592 0.5173
H 0.5098 0.1188 -0.2133
H 1.7375 0.3015 -2.3710
C 8.7597 -2.0793 -5.1172
C 8.5513 -2.9700 -4.1522
C 7.2952 -2.9641 -3.3600
O 7.1046 -3.7761 -2.4784
C 6.2825 -1.9305 -3.6853
C 6.4915 -1.0403 -4.6510
C 7.7451 -1.0437 -5.4441
O 7.9383 -0.2346 -6.3261
H 9.6677 -2.0645 -5.7067
H 9.2772 -3.7327 -3.8996
H 5.3740 -1.9423 -3.1002
H 5.7635 -0.2792 -4.9021
C 2.7288 3.8665 1.6299
C 2.9039 4.6433 2.6951
C 1.7458 5.2120 3.4343
O 1.9077 5.9202 4.4044
C 0.3865 4.8791 2.9394
C 0.2121 4.1032 1.8743
C 1.3694 3.5359 1.1373
O 1.2014 2.8240 0.1682
H 3.5578 3.4422 1.0776
H 3.8863 4.8970 3.0725
H -0.4463 5.2991 3.4897
H -0.7723 3.8484 1.4990
C 1.5299 -7.2549 -4.6677
C 1.9856 -6.9000 -3.4698
C 1.3730 -5.7793 -2.7152
O 1.7889 -5.4518 -1.6235
C 0.2330 -5.0692 -3.3459
C -0.2231 -5.4231 -4.5438
C 0.3887 -6.5456 -5.3001
O -0.0276 -6.8699 -6.3900
H 1.9625 -8.0691 -5.2349
H 2.8158 -7.4043 -2.9918
H -0.1991 -4.2544 -2.7781
H -1.0526 -4.9176 -5.0214
C -5.2564 5.3372 4.5473
C -6.0621 5.4837 5.5951
C -5.5573 5.3304 6.9831
O -6.2909 5.4618 7.9379
C -4.1178 5.0084 7.1559
C -3.3126 4.8616 6.1079
C -3.8182 5.0158 4.7214
O -3.0831 4.8830 3.7648
H -5.6055 5.4431 3.5281
H -7.1136 5.7186 5.4896
H -3.7689 4.9014 8.1750
H -2.2609 4.6260 6.2131
*
```

The computed Löwdin charges, all in e, follow: C -0.170; C -0.869; I 1.000; C -0.856; I 0.872; Si 0.431; O -0.484; Si 0.517; H 0.052; H 0.045; H 0.089; H -0.021; H -0.019; H -0.069; H -0.068; H -0.069; C 0.008; C 0.019; C -0.374; O 0.105; C -0.012; C 0.029; C -0.367; O 0.073; H 0.120; H 0.124; H -0.007; H 0.125; C 0.018; C 0.016; C -0.380; O 0.099; C 0.022; C 0.029; C -0.387; O 0.103; H 0.120; H 0.120; H 0.081; H 0.124; C 0.021; C 0.023; C -0.382; O 0.107; C 0.029; C 0.021; C -0.378; O 0.029; H 0.121; H 0.122; H 0.107; H 0.066; C 0.023; C 0.025; C -0.371; O 0.091; C 0.024; C 0.024; C -0.385; O 0.112; H 0.123; H 0.123; H 0.122; H 0.123; C 0.012; C 0.025; C -0.385; O 0.111; C 0.023; C 0.024; C -0.389; O 0.006; H 0.100; H 0.123; H 0.123; H 0.122